P | The following is a DFT calculation (the ωB97M-V functional and the def2-TZVPD basis) of a cluster of 13 separate species, H24NO15 in total.

The geometry in ORCA input format:
```
! RIJCOSX wB97M-V def2-TZVPD def2/J DEFGRID3
* xyz -1 1
H 18.26600 -0.78100 13.05400
H 19.67400 -0.43300 16.45500
H 20.86100 1.07700 17.80200
H 15.53800 2.36500 15.90800
O 21.79000 3.09000 15.70500
O 17.54800 6.59000 15.58000
H 14.88400 2.95500 12.38300
H 20.78000 1.95400 12.14900
O 20.14500 2.29800 11.49600
H 19.97900 2.64600 18.67800
O 18.64000 4.05100 18.13600
H 18.51600 4.46300 13.32700
H 16.97900 1.04600 15.72200
O 15.72900 2.64700 12.14700
H 21.42500 0.40500 16.40400
O 18.87000 1.96600 16.03000
H 16.31600 0.95000 17.28200
N 18.50000 2.62600 15.08500
O 17.89700 2.07800 14.17900
O 16.28400 0.77900 16.36200
H 17.88800 5.92400 14.98300
O 19.12800 -1.21400 16.08600
H 17.96700 5.04800 12.11000
O 20.81200 2.11500 18.90000
H 20.91000 2.74400 15.99600
O 18.78100 3.88600 14.99200
H 14.38500 3.21300 16.47500
H 19.57100 3.04800 12.02000
H 21.22800 2.43200 19.68500
H 19.47500 4.52800 18.37000
H 16.61900 6.32000 15.63600
H 21.60400 3.74300 15.25100
H 16.22200 2.41000 13.02800
H 18.36400 -1.24700 16.55000
O 18.82600 4.74400 12.39600
O 18.87600 -0.31400 12.70300
O 15.00000 3.22300 15.84500
H 18.43500 0.49300 12.94500
H 18.50200 4.15000 17.24200
O 20.94200 0.14200 17.32900
*
```

E_LUMO = 0.0885 hartree
HOMO energy = -7.2 eV
Orbital gap = 9.63 eV

natural (NBO) population analysis, charges in e, atoms 1 to 6:
1. H 0.4381
2. H 0.5000
3. H 0.5020
4. H 0.4947
5. O -0.9278
6. O -0.9483


Q | The following is a DFT calculation (the ωB97M-V functional and the def2-TZVPD basis) of a cluster of 13 separate species, H24NO15 in total.

The geometry in ORCA input format:
```
! RIJCOSX wB97M-V def2-TZVPD def2/J DEFGRID3
* xyz -1 1
H 2.17447 0.00363 0.25298
H 1.10164 -1.11659 2.38100
H -1.51479 -1.06857 1.71932
H -1.46840 -0.62642 2.99577
O 1.80973 2.57739 -2.09368
H 1.65117 1.53948 1.01727
H -3.30389 0.85393 -3.05659
H -2.02445 0.73473 -2.04596
H 1.62351 -0.74835 -2.46780
N -0.03456 -0.05439 -0.28574
O 2.42374 -2.86112 -0.54747
H 3.43163 -2.85921 -0.42593
H 2.14711 -1.99729 -0.15281
O 1.22965 -0.24542 2.75046
H 1.17362 0.39988 1.97301
O -1.28718 0.17156 -0.54322
O 0.74219 0.90896 -0.09900
O -3.57596 -1.49043 -0.64176
H 1.18711 2.41092 -1.31100
H 3.63031 0.35167 0.38143
O 1.94298 2.13349 1.65908
H 2.22691 1.73724 -2.08456
H -4.38288 1.29448 0.06427
H 1.50692 2.97308 1.57184
O -2.01682 -1.15795 2.47075
O 2.38905 -0.23900 -2.18984
H -2.56428 -1.54692 -0.56311
O -2.00390 2.49302 1.63548
O -2.62704 1.28825 -2.53942
H 1.46837 -3.36073 0.31247
H -2.33225 2.18036 0.80081
H 3.13419 -0.72619 -2.64837
O 0.96640 -4.09490 0.83048
H -1.88388 3.49268 1.29240
H 1.62089 -4.43336 1.42891
O 0.07281 -1.09152 0.43342
H -3.49926 1.74206 -1.01674
O 3.02717 -0.31471 0.61448
O -4.26568 1.92148 -0.43495
H -3.89632 -1.17523 -1.43766
*
```

E_LUMO = 0.0756 hartree
HOMO energy = -7.3 eV
Orbital gap = 9.41 eV

natural (NBO) population analysis, charges in e, atoms 1 to 6:
1. H 0.4725
2. H 0.4707
3. H 0.4626
4. H 0.4654
5. O -0.9711
6. H 0.4571


Which one is the least stable? From the structures above, Q.